(1)
The following is a DFT calculation (wB97M-V/def2-TZVPD) of a cluster of 2 separate species, C4H5NO2 in total.

Geometry as XYZ:
```
12
Properties=species:S:1:pos:R:3:forces:R:3:lowdin_charge:R:1
O 1.183415 -2.281184 -0.642993 -0.1 0.4 0.1 0.10
C 0.774427 -1.253481 -0.164999 0.1 -0.4 0.0 -0.36
N -0.418297 -1.162568 0.603685 0.0 -0.1 -0.2 0.14
C -0.664847 0.110108 0.991852 -0.2 -0.1 0.5 -0.04
C 0.203204 0.977687 0.342733 0.1 0.0 -0.2 -0.24
O 1.567408 1.044233 0.690763 0.0 0.1 0.1 0.05
C 1.163243 0.184383 -0.406134 0.2 -0.1 -0.2 -0.15
H -0.923508 -1.985148 0.909967 0.0 0.1 -0.2 0.16
H -1.435283 0.325073 1.713386 0.2 0.0 0.3 0.13
H -1.794816 1.759726 -1.568850 -0.1 0.1 -0.2 0.04
H -1.226007 1.830944 -1.090358 -0.2 0.0 -0.2 0.00
H 1.571063 0.450226 -1.379052 -0.1 -0.1 0.2 0.16
```
Forces are in eV/Å.

The energy above the lowest of the compared OMol25 structures with the same formula, charge and spin is 5.358 eV. Its SMILES is O=C1NC=C2O[C@@H]12.[H][H]. The calculation puts the LUMO energy (spin up / spin down) at -0.02178 / -0.02060 Eh. The orbital gap (spin up / spin down) comes out at 7.629 / 8.150 eV.

***

(2)
The following is a DFT calculation (wB97M-V/def2-TZVPD) of a structure of composition C6H9F3GaO8S.

Geometry as XYZ:
```
28
Properties=species:S:1:pos:R:3:forces:R:3:lowdin_charge:R:1
O 2.569408 -0.946728 2.973266 -0.9 5.3 -0.6 -0.51
S 2.177089 0.541351 2.624459 3.6 -4.8 -3.5 0.63
O 2.670016 0.867513 1.161116 -1.0 -0.2 5.1 -0.52
F 2.922622 1.517657 3.822237 -0.3 -0.8 -1.4 -0.36
Ga -0.138904 0.602047 2.643517 -2.7 0.2 0.0 0.27
H -0.591423 0.604261 1.088613 1.0 0.0 0.5 -0.07
H -0.751129 1.838149 3.481496 1.0 -0.1 0.0 -0.10
H -0.672216 -0.743548 3.343141 0.4 0.1 0.0 -0.12
C -3.790188 0.565033 -0.899522 0.5 -0.7 -0.8 -0.08
C -4.666872 1.736258 -0.614292 -0.5 0.1 0.2 -0.34
O -4.470248 1.967587 0.762193 0.4 0.0 -0.5 0.14
C -3.202534 1.537541 1.016424 2.5 0.3 2.9 -0.51
O -2.572972 1.819567 2.022397 -2.5 -0.6 -2.7 0.02
O -2.718826 0.757168 0.002264 -0.6 0.7 0.6 0.03
F -5.967417 1.424720 -0.812254 -0.5 0.1 -0.2 0.07
H -4.278132 -0.391627 -0.684810 -0.2 0.2 0.0 0.15
H -3.435013 0.553384 -1.933498 0.1 0.0 0.2 0.14
H -4.409091 2.638123 -1.179718 -0.2 0.0 0.0 0.17
C 3.788230 -2.129476 -1.306023 0.7 -0.3 1.0 -0.08
C 3.667447 -1.075412 -2.352952 0.3 0.3 -0.3 -0.33
O 2.406692 -1.327687 -2.930653 -0.2 0.0 0.7 0.13
C 1.664740 -1.885233 -1.932994 -3.2 -0.6 0.6 -0.50
O 0.449709 -1.989336 -1.960024 2.9 0.1 -0.1 0.14
O 2.447933 -2.307086 -0.893704 -0.8 0.3 -0.9 0.08
F 4.612241 -1.232812 -3.307023 0.4 0.1 -0.4 0.07
H 4.175141 -3.075321 -1.699807 0.0 0.2 -0.2 0.14
H 4.417357 -1.814359 -0.469188 -0.3 0.0 0.0 0.15
H 3.696338 -0.051735 -1.964661 0.1 -0.1 -0.1 0.18
```
Forces are in eV/Å.

As for the total charge: -1. The calculation puts the LUMO energy at 0.09829 Eh. The orbital gap comes out at 8.010 eV.

***

(3)
The following is a DFT calculation (wB97M-V/def2-TZVPD) of an isolated molecule of C5H6O.

Geometry as XYZ:
```
12
Properties=species:S:1:pos:R:3:forces:R:3:lowdin_charge:R:1
C 1.522857 -0.660378 0.110099 -0.3 -1.1 -0.3 -0.10
C 0.310477 0.132390 0.528728 -0.3 0.0 0.0 -0.19
C -0.871699 -0.636394 -0.105247 0.0 -0.7 -0.1 -0.43
O -0.794597 -1.777110 -0.496365 -0.8 0.5 0.2 0.08
C -1.961934 0.293266 -0.318987 0.3 1.0 0.1 -0.01
C -1.934421 1.499857 -0.431542 -1.3 -0.2 -0.5 0.15
H 2.345226 -0.626211 0.842330 -0.4 -0.4 -0.3 0.07
H 1.907278 -0.393376 -0.879538 -0.1 0.2 0.2 0.08
H 0.958688 -1.662437 -0.064416 2.4 1.0 0.7 0.09
H 0.121107 1.172621 0.213106 1.0 -0.5 0.1 0.09
H 0.202647 0.155408 1.621412 -0.1 -0.2 -0.1 0.13
H -1.960378 2.538751 -0.632208 -0.2 0.3 0.0 0.05
```
Forces are in eV/Å.

The energy above the lowest of the compared OMol25 structures with the same formula, charge and spin is 3.170 eV. Its SMILES is C#CC(=O)CC. The calculation puts the LUMO energy at 0.00932 Eh. The orbital gap comes out at 10.486 eV.

***

How do the records compare in total energy? In the order shown, they have -9808.9567; -94110.9858; -7326.1143 eV.